DFT (ωB97M-V with the def2-TZVPD basis set) results for a 7-piece molecular cluster, C40H91N3P overall at a distorted geometry.

**Net charge**: +1

Each line ends with the Löwdin charge.
Element x y z (Å)
N: -0.53894 3.77049 -2.58678  -0.233
P: -0.99697 5.25092 -2.45283  0.813
N: -2.81733 5.27566 -2.38761  -0.207
C: -3.51999 5.74500 -3.39965  -0.047
C: -4.91999 5.67945 -3.40500  0.041
C: -5.48590 5.09811 -2.27793  0.044
C: -4.61521 4.66899 -1.26366  -0.069
N: -3.30379 4.73726 -1.27373  0.128
H: -0.03579 3.64008 -3.45922  -0.012
H: -0.63681 6.02638 -3.57405  0.027
H: -0.60638 5.89220 -1.26498  0.027
H: -2.99260 6.17344 -4.24077  0.131
H: -5.50686 6.04050 -4.23360  0.132
H: -6.55117 4.98009 -2.14929  0.104
H: -5.05297 4.24538 -0.36783  0.136
C: -6.68955 7.25647 4.08672  -0.111
C: -5.74046 8.43712 3.92008  -0.258
C: -5.98249 9.20028 2.61835  -0.218
C: -5.84231 8.35971 1.34937  -0.229
C: -4.49694 7.66565 1.15797  -0.273
C: -3.32115 8.62810 1.01828  -0.103
H: -6.55767 6.52124 3.28986  0.056
H: -6.52287 6.74460 5.03486  0.077
H: -7.72670 7.59451 4.06391  0.071
H: -4.70760 8.08090 3.97475  0.101
H: -5.86494 9.13025 4.75467  0.109
H: -5.31274 10.06331 2.57603  0.105
H: -6.99650 9.60999 2.63243  0.114
H: -6.03655 9.00222 0.48367  0.113
H: -6.63037 7.59939 1.33626  0.079
H: -4.56461 7.05145 0.25065  0.072
H: -4.30631 6.97026 1.97992  0.104
H: -3.46743 9.30047 0.16970  0.075
H: -2.38768 8.08298 0.85972  0.062
H: -3.19203 9.23786 1.91154  0.073
C: 0.77979 2.39449 0.27140  -0.118
C: 1.84076 1.31932 0.06754  -0.274
C: 2.87474 1.25191 1.18951  -0.219
C: 3.71118 2.52045 1.36459  -0.227
C: 4.47919 2.95670 0.11738  -0.271
C: 5.49805 1.92530 -0.35852  -0.106
H: 1.22166 3.39330 0.31031  0.060
H: 0.06505 2.38538 -0.54994  0.027
H: 0.23226 2.23084 1.20329  0.076
H: 2.33611 1.47840 -0.89498  0.085
H: 1.34432 0.34787 -0.00505  0.100
H: 3.53723 0.40072 1.01023  0.099
H: 2.36380 1.03908 2.13364  0.112
H: 4.42200 2.35718 2.18016  0.111
H: 3.06845 3.34269 1.69303  0.099
H: 5.00003 3.89194 0.33965  0.104
H: 3.78262 3.18414 -0.69569  0.093
H: 6.23356 1.71964 0.42129  0.078
H: 6.03466 2.28658 -1.23688  0.070
H: 5.02259 0.98159 -0.63092  0.060
C: -10.48092 3.64867 -2.02837  -0.110
C: -11.08629 4.64607 -1.04523  -0.262
C: -10.25605 5.91804 -0.88053  -0.220
C: -8.84843 5.69699 -0.32478  -0.236
C: -8.78997 4.99590 1.03271  -0.262
C: -9.47264 5.77646 2.15261  -0.100
H: -9.49720 3.30424 -1.70230  0.059
H: -11.11572 2.76842 -2.12941  0.074
H: -10.37142 4.09843 -3.01796  0.074
H: -11.23199 4.16167 -0.07640  0.102
H: -12.08211 4.92660 -1.39498  0.109
H: -10.79474 6.61526 -0.23461  0.107
H: -10.17102 6.41565 -1.85192  0.110
H: -8.35120 6.67070 -0.24239  0.101
H: -8.25901 5.11919 -1.04828  0.064
H: -7.73796 4.84825 1.30119  0.092
H: -9.22590 3.99623 0.96255  0.103
H: -9.01210 6.75904 2.26857  0.057
H: -9.37597 5.24658 3.10072  0.080
H: -10.53688 5.91972 1.96424  0.073
C: 1.55603 -4.20009 -3.88094  -0.106
C: 2.13873 -3.00386 -4.62791  -0.266
C: 2.92660 -2.05450 -3.72688  -0.220
C: 2.10918 -1.40379 -2.60957  -0.234
C: 0.90009 -0.59532 -3.07648  -0.261
C: 1.27460 0.59331 -3.95721  -0.112
H: 0.85240 -3.89083 -3.10624  0.065
H: 1.02065 -4.86141 -4.56321  0.070
H: 2.34820 -4.78038 -3.40302  0.071
H: 1.33579 -2.46356 -5.13774  0.097
H: 2.80445 -3.36798 -5.41433  0.106
H: 3.38800 -1.27723 -4.34272  0.102
H: 3.75513 -2.60464 -3.27029  0.105
H: 2.77103 -0.74888 -2.03253  0.097
H: 1.77140 -2.17240 -1.90904  0.093
H: 0.36862 -0.22411 -2.19552  0.092
H: 0.19236 -1.23625 -3.60903  0.101
H: 1.94098 1.27542 -3.42260  0.065
H: 0.38234 1.15300 -4.24894  0.056
H: 1.77718 0.27813 -4.87242  0.067
C: 4.37362 -8.32497 0.19466  -0.103
C: 4.96951 -7.12133 -0.52860  -0.265
C: 5.76211 -6.19340 0.39121  -0.225
C: 4.94630 -5.55493 1.51726  -0.227
C: 3.74077 -4.73996 1.05242  -0.266
C: 4.11682 -3.54959 0.17550  -0.108
H: 3.66904 -8.02413 0.97146  0.066
H: 3.83641 -8.96946 -0.50242  0.071
H: 5.15944 -8.92047 0.66520  0.063
H: 4.17299 -6.56575 -1.03230  0.092
H: 5.63592 -7.47741 -1.31857  0.105
H: 6.22924 -5.40935 -0.21142  0.101
H: 6.58649 -6.75668 0.83972  0.099
H: 5.60843 -4.90826 2.10191  0.110
H: 4.60511 -6.33064 2.20810  0.101
H: 3.20654 -4.37503 1.93379  0.105
H: 3.03555 -5.38070 0.51587  0.098
H: 4.78078 -2.86732 0.71118  0.075
H: 3.22596 -2.99064 -0.11789  0.053
H: 4.62150 -3.86416 -0.73958  0.063
C: 7.86242 -13.97316 2.72508  -0.111
C: 7.02710 -12.73676 3.04333  -0.270
C: 6.97419 -11.72833 1.89668  -0.234
C: 8.32588 -11.13342 1.49674  -0.229
C: 9.07196 -10.41864 2.62203  -0.267
C: 8.31502 -9.21679 3.18031  -0.109
H: 8.90319 -13.71722 2.52168  0.065
H: 7.85586 -14.67250 3.56205  0.069
H: 7.46662 -14.49268 1.84994  0.075
H: 7.41132 -12.25923 3.94879  0.098
H: 6.00626 -13.05045 3.27663  0.104
H: 6.28735 -10.92022 2.16493  0.090
H: 6.53705 -12.21293 1.01786  0.110
H: 8.16409 -10.42682 0.67576  0.106
H: 8.96596 -11.91988 1.08784  0.101
H: 10.03786 -10.08024 2.23811  0.104
H: 9.29737 -11.11807 3.43138  0.099
H: 8.12362 -8.48114 2.39543  0.062
H: 8.89182 -8.72554 3.96527  0.069
H: 7.35583 -9.50671 3.61197  0.065

Atomic forces in eV per Å
N -0.12 1.16 0.07
P 1.57 -2.27 -0.34
N 0.70 0.84 0.19
C -1.00 0.16 -0.58
C 0.13 -0.62 1.07
C 0.75 0.47 -0.82
C -0.60 -0.43 0.86
N -0.43 0.36 -0.81
H -0.10 -0.42 -0.04
H -0.62 0.57 0.38
H -0.74 0.20 -0.09
H 0.25 -0.04 0.09
H 0.06 0.09 -0.09
H -0.04 0.02 -0.02
H 0.20 -0.05 0.07
C 0.07 0.02 0.11
C -0.05 -0.06 -0.06
C 0.09 0.04 0.02
C -0.13 -0.03 -0.07
C 0.04 0.05 -0.04
C 0.00 -0.13 -0.05
H -0.03 -0.02 0.02
H -0.02 0.01 0.00
H -0.02 -0.03 0.01
H 0.03 0.06 -0.04
H 0.00 -0.03 0.01
H 0.01 -0.02 -0.04
H 0.00 0.02 0.04
H 0.02 0.01 0.00
H 0.00 0.02 0.00
H 0.04 -0.01 0.01
H -0.03 0.00 0.02
H -0.01 0.04 0.03
H 0.01 0.03 0.02
H -0.01 0.02 0.01
C -0.03 -0.04 -0.01
C -0.05 -0.02 0.09
C 0.05 -0.01 -0.02
C -0.03 0.04 0.01
C 0.08 -0.03 0.04
C -0.05 0.07 -0.07
H 0.01 0.00 0.02
H -0.03 0.02 0.01
H 0.05 0.02 0.03
H 0.02 -0.02 0.00
H 0.03 -0.01 -0.03
H 0.00 0.00 0.00
H -0.02 -0.01 -0.01
H 0.02 0.00 -0.01
H -0.01 -0.01 0.00
H -0.02 0.01 -0.01
H -0.03 0.00 0.02
H -0.01 -0.03 0.01
H 0.02 -0.02 0.01
H 0.00 -0.01 0.01
C -0.04 0.02 0.06
C 0.03 -0.02 -0.08
C -0.02 -0.01 -0.01
C 0.03 0.06 0.03
C 0.04 0.05 0.03
C 0.05 -0.09 -0.05
H 0.01 -0.02 0.01
H 0.02 0.00 -0.03
H 0.01 -0.01 -0.01
H 0.00 0.03 0.01
H 0.00 0.00 0.02
H 0.03 0.00 0.01
H -0.02 0.00 -0.01
H 0.00 0.00 0.02
H -0.10 -0.05 0.01
H 0.00 -0.03 0.02
H 0.00 0.00 -0.04
H -0.05 0.03 0.00
H 0.00 0.05 0.01
H 0.00 -0.01 -0.03
C -0.03 0.04 -0.07
C 0.03 -0.08 0.05
C -0.01 0.04 -0.02
C 0.00 -0.03 0.05
C 0.04 0.11 0.03
C -0.09 0.00 0.00
H 0.00 -0.01 0.01
H 0.01 -0.02 0.02
H -0.01 0.00 0.03
H 0.01 0.03 0.00
H -0.01 0.02 -0.02
H 0.00 0.00 0.01
H 0.00 -0.01 0.00
H -0.01 0.01 0.00
H 0.00 -0.01 -0.01
H -0.01 -0.02 0.00
H 0.03 -0.04 0.00
H 0.03 -0.01 -0.01
H 0.01 0.00 -0.01
H 0.01 0.01 0.00
C -0.02 0.02 -0.07
C 0.04 -0.07 0.05
C 0.00 0.05 -0.02
C 0.00 -0.05 0.03
C 0.05 0.07 0.02
C -0.12 -0.02 -0.01
H 0.00 0.00 0.01
H 0.01 -0.03 0.02
H -0.01 0.00 0.03
H 0.01 0.03 0.00
H -0.01 0.02 -0.02
H 0.00 0.00 0.01
H 0.00 -0.02 -0.01
H -0.01 0.02 -0.01
H 0.01 -0.01 -0.01
H -0.01 -0.02 0.00
H 0.01 -0.03 0.00
H 0.03 0.00 -0.02
H 0.03 0.04 0.00
H 0.01 0.01 0.00
C -0.02 0.04 0.07
C 0.00 -0.06 -0.06
C -0.02 0.06 0.00
C 0.02 -0.04 -0.02
C -0.03 0.09 -0.04
C 0.07 -0.05 0.05
H 0.00 0.00 -0.01
H 0.00 -0.02 -0.02
H 0.02 0.00 -0.02
H -0.01 0.03 -0.01
H 0.00 0.02 0.02
H 0.00 0.00 0.00
H -0.01 -0.01 0.01
H 0.00 0.01 0.01
H -0.01 -0.01 0.01
H 0.01 -0.02 0.01
H -0.01 -0.02 -0.01
H -0.03 0.00 0.00
H -0.02 0.03 -0.01
H -0.01 0.01 -0.01



DFT (ωB97M-V with the def2-TZVPD basis set) results for a 2-piece molecular cluster, C6H12N3O3S overall at a distorted geometry.

**ΔE to the lowest compared entry with this formula, charge and spin**: 3.3 kcal per mole
**Net charge**: +1

Each line ends with the Löwdin charge.
Element x y z (Å)
C: 0.18488 -2.15958 1.14096  0.000
C: -0.93286 -2.47465 0.46711  0.013
C: -0.59731 -0.31676 0.22037  -0.009
C: -2.58749 -1.22062 -1.01980  0.041
C: -1.37704 3.22784 -0.58996  -0.055
C: 1.49699 -0.13613 1.35064  -0.143
N: 0.40447 -0.83011 0.99195  -0.124
N: -1.42445 -1.30100 -0.10376  -0.054
N: -0.46327 2.47993 -0.13235  0.017
O: 2.55988 1.75958 -0.25164  -0.283
O: 3.73966 -0.38506 -0.05967  -0.144
O: 1.65410 -0.19204 -1.35397  -0.222
S: 2.34258 0.33952 -0.25701  0.602
H: 0.77803 -2.89826 1.56367  0.131
H: -1.46132 -3.38973 0.38592  0.135
H: -0.65852 0.82346 0.02600  0.110
H: -2.35646 -2.01999 -1.80848  0.136
H: -3.49353 -1.51243 -0.45155  0.116
H: -2.76375 -0.39147 -1.58495  0.058
H: -2.52892 3.30491 -0.46098  0.109
H: -1.07581 4.10088 -1.24766  0.092
H: 0.44018 2.76648 -0.37686  0.026
H: 2.35659 -0.74365 1.89728  0.181
H: 4.44576 0.28610 -0.14234  0.122
H: 1.31760 0.88277 1.79710  0.146

Atomic forces in eV per Å
C -1.27 -0.78 -1.02
C -0.66 0.80 -0.32
C 0.01 0.74 0.35
C 0.38 -4.92 0.69
C -0.39 2.65 -1.34
C 5.30 2.14 0.69
N -3.73 -1.29 -0.74
N 0.46 0.91 0.00
N -2.93 -0.44 0.82
O 0.18 -0.16 0.40
O 0.04 0.28 -0.15
O -0.97 -1.39 -1.16
S 1.31 1.75 1.36
H 1.39 -0.54 1.12
H -0.18 -0.59 -0.15
H -0.08 -1.37 0.14
H -0.63 0.90 1.15
H 0.53 0.21 -0.44
H 0.21 2.90 -0.76
H 2.01 -1.35 0.36
H -0.24 -0.80 0.68
H 1.66 0.64 -0.75
H -2.32 1.21 -0.81
H -0.12 -0.24 0.00
H 0.04 -1.24 -0.12



DFT (ωB97M-V with the def2-TZVPD basis set) results for a 7-piece molecular cluster, C26H61Cl8N3 overall at a distorted geometry.

**SMILES**: CCN(CC)CC.CCN(CC)CC.CCN(CC)CC.ClCCCl.ClCCCl.ClCCCl.ClCCCl
**ΔE to the lowest compared entry with this formula, charge and spin**: 361.2 kcal per mole

Each line ends with the Löwdin charge.
Element x y z (Å)
Cl: -1.63593 0.49640 -4.34061  0.676
C: -0.02893 -0.01560 -4.52261  -0.674
C: 0.04007 -1.48260 -4.95761  -0.728
Cl: -0.54693 -2.64060 -3.88061  0.648
H: 0.47807 0.19240 -3.43861  0.127
H: 0.23307 0.60640 -5.18861  -0.026
H: 1.16007 -1.71060 -5.09361  0.109
H: -0.51893 -1.53660 -5.86261  0.055
Cl: -3.14893 2.28840 -0.29161  0.772
C: -3.67693 1.24740 -1.53461  -0.798
C: -5.07993 1.30140 -1.91561  -0.737
Cl: -6.22893 1.06540 -0.63061  0.568
H: -3.38493 0.25840 -1.37061  -0.062
H: -3.01893 1.49040 -2.47861  0.047
H: -5.32293 0.60940 -2.76861  0.088
H: -5.29793 2.50440 -2.37361  0.156
Cl: 2.56207 0.31040 0.32539  0.540
C: 1.12607 -0.65260 -0.24061  -0.614
C: -0.12893 0.27740 -0.12261  -0.582
Cl: -1.54293 -0.70060 -0.68761  0.613
H: 0.78607 -1.47260 0.46339  0.060
H: 1.40507 -0.95960 -1.19761  0.020
H: 0.06607 1.06640 -0.84361  0.049
H: -0.25693 0.55640 0.94139  0.068
Cl: -1.13193 -3.64960 0.77339  0.588
C: -2.02293 -4.75560 -0.30561  -0.640
C: -3.24893 -4.12260 -0.95761  -0.661
Cl: -4.01293 -5.13660 -2.21161  0.549
H: -2.18793 -5.79360 0.15639  0.113
H: -1.44793 -5.23160 -0.99461  0.003
H: -3.22693 -3.18760 -1.41761  0.005
H: -4.08493 -3.79860 -0.25661  0.098
C: -2.30093 1.96640 3.35439  -0.029
C: -0.93093 1.53940 3.95039  -0.191
N: -0.06193 2.77940 4.13039  -0.164
C: 0.72807 2.75240 5.26839  -0.366
C: 1.33707 1.56340 5.79139  -0.155
C: 0.71807 2.91240 2.89939  -0.296
C: 1.42007 4.27040 2.87239  -0.129
H: -2.95693 1.38140 3.23439  -0.053
H: -1.89393 2.37640 2.38439  0.065
H: -2.81193 2.74240 3.89839  0.087
H: -0.64593 0.73040 3.50039  0.043
H: -1.17593 1.07140 4.90139  0.107
H: -0.07293 2.90940 6.09039  0.131
H: 1.37307 3.88240 5.35639  0.195
H: 0.88707 0.45140 5.86539  0.133
H: 1.52707 1.78040 6.82539  0.053
H: 2.43307 1.49140 5.47039  0.087
H: 0.21307 2.82740 1.91539  0.084
H: 1.47107 2.13140 2.74139  0.099
H: 0.55207 5.19240 2.85839  0.136
H: 1.92907 4.35240 1.84439  0.052
H: 2.36007 4.50040 3.52539  0.085
C: 1.69107 -4.30060 -1.80161  -0.105
C: 1.83007 -5.64360 -0.99061  -0.195
N: 2.05107 -5.31860 0.48039  -0.190
C: 1.61407 -6.18560 1.42739  -0.440
C: 1.70807 -7.60260 1.24639  -0.100
C: 3.44407 -4.88060 0.72939  -0.267
C: 3.71707 -4.01160 1.90839  -0.127
H: 1.32907 -4.60260 -2.95361  0.103
H: 2.62307 -3.69060 -1.88561  0.064
H: 0.81607 -3.83960 -1.42461  -0.010
H: 2.59707 -6.36460 -1.23861  0.107
H: 0.87607 -6.05660 -1.04261  0.073
H: 0.65807 -6.03060 1.42639  0.024
H: 1.78807 -5.83460 2.49339  0.160
H: 1.57707 -8.10260 0.25339  0.082
H: 0.85607 -8.21060 1.87939  0.133
H: 2.71307 -7.55060 1.79839  0.100
H: 3.83807 -4.25460 -0.26861  0.147
H: 4.14607 -5.80060 0.67339  0.130
H: 3.24407 -3.00060 2.17839  0.093
H: 4.91507 -3.72460 1.91839  0.136
H: 3.50407 -4.33960 2.82939  -0.009
C: -1.23593 5.22640 0.10739  -0.077
C: -1.19893 4.00340 -0.79261  -0.298
N: -0.41793 4.46440 -2.04761  -0.133
C: 0.94207 4.60040 -1.88661  -0.384
C: 1.72707 4.03940 -0.87761  -0.128
C: -0.64993 3.60440 -3.31361  -0.232
C: -0.38793 4.44940 -4.59661  -0.104
H: -1.25193 6.30240 -0.36661  0.130
H: -0.42093 5.37340 0.97239  0.091
H: -1.93293 5.01640 0.73239  -0.023
H: -2.20193 3.81640 -0.99861  -0.037
H: -0.76593 3.15940 -0.28961  0.044
H: 1.15107 5.61440 -1.36761  0.125
H: 1.34107 4.91040 -2.91761  0.144
H: 1.26607 3.55340 0.03439  0.075
H: 2.29207 4.78140 -0.62161  0.020
H: 2.15707 3.16040 -1.47261  0.106
H: -1.62393 3.20940 -3.30161  0.054
H: 0.07907 2.82540 -3.37561  0.073
H: -0.86093 5.55940 -4.45861  0.123
H: -0.98693 4.01040 -5.44161  0.069
H: 0.67307 4.63740 -4.81061  0.048

Atomic forces in eV per Å
Cl -2.99 0.40 0.39
C -0.08 -4.58 7.56
C 3.24 1.82 -0.77
Cl -1.03 -1.17 1.58
H -0.74 -0.64 -2.79
H 3.33 4.09 -4.99
H -1.69 0.30 -0.29
H -0.10 -0.31 -0.91
Cl -1.72 -1.31 2.04
C 1.71 0.24 -3.39
C -2.02 4.15 -3.25
Cl -0.40 -0.35 0.62
H 0.11 -1.18 0.82
H -1.43 -0.18 1.61
H 0.39 0.61 0.95
H 0.46 -3.56 1.27
Cl -0.53 -0.52 0.13
C -1.82 0.60 3.29
C 1.41 -1.02 -0.81
Cl 1.07 0.17 0.39
H 1.57 0.41 -0.90
H -0.12 -0.69 -1.47
H -0.68 0.58 0.39
H -0.12 0.15 -0.88
Cl -0.35 -0.73 -0.28
C -1.95 -0.99 1.68
C -2.28 -0.26 1.90
Cl 0.22 -0.42 0.16
H -0.92 1.87 0.67
H 2.56 0.13 -2.83
H 1.73 1.50 -1.08
H 1.02 -1.34 -0.08
C 10.46 8.95 0.20
C -3.97 5.09 4.53
N -1.53 -2.51 -4.32
C -2.38 4.89 3.63
C 4.43 -3.97 0.92
C 1.41 0.93 -0.24
C 0.36 2.93 -1.91
H -8.46 -9.20 -2.08
H -1.43 -0.05 0.53
H 0.51 0.81 0.42
H 2.95 -4.18 -3.60
H 0.24 0.55 0.83
H 0.90 0.47 -0.91
H -1.50 -3.84 -0.27
H 0.47 2.84 -0.91
H -0.08 0.05 0.83
H -1.29 -0.61 -0.21
H -0.87 0.24 0.91
H 0.32 -0.28 0.56
H 2.69 -2.52 0.49
H -0.90 0.00 1.25
H -2.22 -0.56 -0.49
C 0.56 -2.80 -3.24
C 1.19 2.47 2.14
N 3.48 3.66 -3.01
C -1.11 0.95 2.31
C 0.96 -4.43 2.57
C 1.14 0.25 -4.23
C 3.54 3.94 -0.91
H 1.27 0.71 2.86
H -1.04 -0.34 0.25
H -0.43 1.08 0.63
H 0.19 -0.07 -0.92
H -1.59 -1.24 -0.13
H -6.38 1.29 0.14
H 0.74 -0.49 -1.21
H 0.89 0.99 0.64
H 2.35 1.66 -1.01
H -0.62 -2.89 -1.26
H -1.17 -1.54 2.54
H -0.71 1.25 0.58
H 0.10 -0.85 -2.10
H -2.96 -0.90 -0.01
H -0.36 -2.72 3.41
C 6.17 3.11 -1.03
C 3.74 3.87 -2.15
N -3.87 -3.39 -1.18
C -0.89 7.97 -1.35
C -0.19 -10.11 -0.16
C 1.40 2.75 0.75
C -2.41 2.37 0.40
H -0.52 -2.47 0.53
H -0.71 -0.69 -2.31
H -5.59 -0.42 3.88
H -0.40 0.37 -1.41
H 0.27 -0.50 0.15
H -1.83 0.66 -1.75
H 0.30 -1.34 1.57
H 0.05 0.89 -1.23
H 4.64 2.94 2.07
H 0.99 0.50 1.80
H -1.24 -0.42 0.01
H 0.39 -1.11 0.29
H 1.01 -2.59 -0.16
H 1.07 0.29 0.51
H -0.41 -0.48 -0.20



| no. | Kohn-Sham gap (eV) | highest occupied orbital energy (eV) | LUMO energy (eV) |
| --- | --- | --- | --- |
| 1 | 6.4130 | -11.6 | -5.2234 |
| 2 | 10.9102 | -13.7 | -2.8307 |
| 3 | 8.1511 | -7.8 | 0.3957 |